(1)
ORCA calculation (wB97M-V/def2-TZVPD) on the molecule C3H5NO2.

The geometry in XYZ format:
```
11
Properties=species:S:1:pos:R:3:forces:R:3
O -1.237 -0.902 -0.843 -0.132 -0.168 -0.208
C 0.130 -0.507 -0.805 0.277 0.142 0.030
C 0.527 -0.152 0.611 0.035 -0.186 -0.131
O -0.336 -0.585 1.481 -0.130 -0.019 -0.018
C 0.963 1.581 0.851 0.443 0.373 0.271
N 1.871 2.185 1.306 -0.576 -0.305 -0.294
H -1.339 -1.692 -1.385 -0.031 0.122 0.050
H 0.793 -1.329 -1.107 -0.089 0.107 0.074
H 0.324 0.341 -1.470 -0.065 -0.130 0.055
H -0.027 1.786 0.398 0.137 0.028 0.036
H -1.112 -0.963 0.996 0.131 0.038 0.135
```
Forces are in eV/Å.

Calculated values
2S+1: 1
HOMO energy (alpha / beta) in eV: -8.125 / -7.930
Total energy in Eh: -322.38266



(2)
ORCA calculation (wB97M-V/def2-TZVPD) on a structure of composition C2H2EuFO.

The geometry in XYZ format:
```
7
Properties=species:S:1:pos:R:3:forces:R:3
H -0.474 -1.326 0.930 0.018 0.133 -0.143
C -0.721 -0.852 -0.023 -0.404 -0.954 -0.037
C -1.752 0.070 -0.030 -0.628 1.848 0.024
O -2.434 0.970 -0.028 0.468 -1.358 -0.016
Eu 3.886 1.492 0.048 -2.909 -0.749 -0.032
F 1.898 0.908 0.088 3.468 0.955 0.037
H -0.402 -1.261 -0.985 -0.013 0.125 0.166
```
Forces are in eV/Å.

Calculated values
Charge: +3
2S+1: 8
HOMO energy (alpha / beta) in eV: -23.111 / -26.762
Total energy in Eh: -961.45904



(3)
ORCA calculation (wB97M-V/def2-TZVPD) on a structure of composition C30H30N3PtS2Si.

The geometry in XYZ format:
```
67
Properties=species:S:1:pos:R:3:forces:R:3
Pt 1.649 0.076 0.562 1.758 0.245 0.193
C 2.335 0.890 3.351 -0.110 -0.052 0.127
C 3.249 0.107 2.608 -0.035 -0.130 -0.404
C 3.835 0.611 1.434 0.681 0.373 0.614
C 3.496 1.904 1.010 0.273 -0.362 0.039
C 2.608 2.679 1.765 -0.404 -0.036 0.029
C 2.032 2.171 2.941 -0.102 0.144 0.038
H 1.926 0.505 4.277 -0.010 -0.022 -0.026
H 3.591 -0.842 3.003 -0.020 -0.011 -0.028
H 4.629 0.063 0.942 -0.098 -0.072 -0.103
H 3.986 2.327 0.143 -0.032 0.017 -0.006
H 2.417 3.703 1.468 -0.080 -0.034 -0.020
H 1.389 2.796 3.547 -0.058 -0.008 -0.097
S 2.114 1.046 -1.539 -0.050 -0.402 0.042
C 1.699 0.370 -3.090 -0.433 -0.303 0.045
N 1.919 1.093 -4.152 0.248 0.312 -0.077
C 1.496 0.545 -5.458 -0.023 -0.046 0.010
C 1.296 -0.954 -5.245 0.128 0.045 0.061
S 1.041 -1.163 -3.445 -0.246 -0.074 0.049
H 2.316 2.024 -4.084 -0.048 0.013 -0.066
H 2.258 0.742 -6.208 0.080 0.030 0.042
H 0.577 1.041 -5.765 -0.067 0.060 0.084
H 2.168 -1.540 -5.525 0.026 -0.003 0.001
H 0.423 -1.333 -5.768 -0.047 0.004 0.040
C -2.957 0.086 -3.558 -0.015 -0.126 0.140
C -3.341 -0.731 -2.495 -0.197 0.387 -0.343
C -2.706 -0.625 -1.271 0.898 0.208 -0.150
C -1.630 0.282 -1.106 0.433 -0.888 -1.242
C -1.293 1.140 -2.183 -0.163 -0.598 0.563
C -1.929 1.017 -3.402 -0.388 0.060 -0.033
Si -0.695 0.310 0.485 -3.099 0.686 -1.205
C -1.501 1.865 1.070 0.640 1.624 1.149
C -0.862 3.128 1.168 -0.372 -1.371 0.263
C -1.516 4.186 1.748 -1.186 0.477 0.188
C -2.858 4.043 2.152 0.596 0.045 -0.180
C -3.516 2.820 2.031 0.070 0.647 -0.169
C -2.865 1.743 1.473 1.380 -0.364 -0.198
C -1.135 -1.096 1.523 0.484 -0.933 0.965
C -1.154 -2.412 1.009 -0.175 0.161 0.195
C -1.623 -3.457 1.779 0.026 -0.046 0.051
C -2.052 -3.224 3.088 0.073 0.006 -0.064
C -2.013 -1.943 3.625 0.040 0.002 -0.008
C -1.532 -0.889 2.863 0.146 -0.075 -0.133
H -3.491 0.026 -4.498 0.073 -0.068 -0.016
H -4.153 -1.436 -2.619 -0.024 0.062 -0.018
H -3.028 -1.255 -0.452 0.054 -0.038 -0.016
H -0.536 1.904 -2.053 0.007 0.005 0.018
H -1.662 1.670 -4.224 -0.090 0.038 0.024
H 0.155 3.256 0.817 0.039 -0.025 0.018
H -1.015 5.136 1.880 -0.093 0.061 -0.116
H -3.397 4.907 2.518 0.075 -0.054 0.197
H -4.544 2.721 2.352 -0.011 0.027 -0.054
H -3.387 0.800 1.362 0.013 -0.029 0.035
H -0.835 -2.607 -0.009 -0.061 0.032 -0.028
H -1.652 -4.460 1.371 -0.058 0.012 0.009
H -2.399 -4.050 3.695 -0.063 0.007 -0.030
H -2.352 -1.768 4.637 0.013 -0.008 -0.002
H -1.496 0.104 3.299 -0.034 -0.009 -0.085
N 1.915 -2.722 1.610 -0.001 0.372 0.430
C 1.867 -4.016 1.285 -0.010 -0.008 -0.007
C 1.768 -4.096 -0.088 0.038 0.045 -0.104
C 1.759 -2.781 -0.527 0.158 -0.190 0.047
N 1.870 -1.940 0.507 -0.461 0.074 -0.409
H 1.996 -2.323 2.532 -0.132 -0.022 -0.021
H 1.919 -4.784 2.041 0.034 0.043 0.012
H 1.726 -4.990 -0.687 0.007 0.027 -0.004
H 1.701 -2.403 -1.521 0.004 0.056 -0.255
```
Forces are in eV/Å.

Calculated values
Charge: +3
2S+1: 1
HOMO energy (alpha / beta) in eV: -15.877 / -15.877
Total energy in Eh: -2529.59566



(4)
ORCA calculation (wB97M-V/def2-TZVPD) on the molecule C7H8.

The geometry in XYZ format:
```
15
Properties=species:S:1:pos:R:3:forces:R:3
C -2.787 0.534 0.781 0.420 -0.180 -0.086
C -1.676 0.101 0.607 -0.457 0.125 0.047
C -0.330 -0.442 0.356 0.031 -0.045 -0.032
C -0.383 -1.900 -0.097 -0.043 -0.172 -0.034
C 0.349 0.385 -0.717 0.250 0.295 0.024
C 1.521 0.936 -0.555 -0.365 0.301 0.182
C 2.486 1.739 -0.211 -0.031 0.244 0.095
H -3.774 0.915 0.931 0.209 -0.067 -0.010
H 0.246 -0.363 1.289 -0.066 -0.004 -0.235
H -0.897 -1.951 -1.061 0.027 -0.126 0.137
H 0.641 -2.262 -0.231 -0.180 -0.041 0.035
H -0.909 -2.528 0.625 0.056 0.027 -0.092
H -0.198 0.570 -1.640 -0.001 -0.093 0.139
H 2.168 2.617 0.348 0.186 0.097 -0.214
H 3.542 1.650 -0.425 -0.035 -0.361 0.044
```
Forces are in eV/Å.

Calculated values
SMILES: C#C[C@@H](C)C=C=C
2S+1: 1
HOMO energy in eV: -9.506
Total energy in Eh: -271.39182



(5)
ORCA calculation (wB97M-V/def2-TZVPD) on the molecule C3H7NO2.

The geometry in XYZ format:
```
13
Properties=species:S:1:pos:R:3:forces:R:3
C 2.151 0.020 -0.122 0.131 -0.082 0.177
N 0.947 0.512 -0.769 -0.172 0.324 -0.202
C -0.286 0.658 -0.326 0.588 0.078 -0.516
O -0.470 0.130 0.893 -0.455 -0.392 -0.991
C -1.877 -0.253 0.809 -0.304 -0.041 0.734
O -2.232 -0.951 -0.338 0.159 0.121 0.052
H 2.866 0.843 -0.023 -0.031 -0.176 0.062
H 1.900 -0.361 0.868 0.032 0.035 -0.152
H 2.608 -0.777 -0.717 -0.094 0.100 0.116
H 1.013 0.777 -1.737 0.337 0.240 0.067
H -2.449 0.673 0.913 -0.024 -0.153 0.089
H -1.998 -0.947 1.629 -0.267 0.073 0.271
H -2.174 -0.325 -1.080 0.100 -0.127 0.294
```
Forces are in eV/Å.

Calculated values
2S+1: 1
HOMO energy in eV: -8.555
Total energy in Eh: -323.66760



(6)
ORCA calculation (wB97M-V/def2-TZVPD) on a cluster of 2 separate species, C4H15N2O in total.

The geometry in XYZ format:
```
22
Properties=species:S:1:pos:R:3:forces:R:3
N -1.070 1.471 -0.070 0.209 0.429 -0.068
C -0.768 1.288 1.389 -1.004 -0.299 0.413
C -0.877 -0.214 1.710 0.554 0.712 0.179
N -0.343 -0.980 0.598 -0.680 -0.249 0.319
C 1.081 -0.867 0.347 0.795 0.148 -0.289
C 1.427 -1.835 -0.785 -0.688 -0.134 1.125
H -0.692 2.382 -0.339 -0.104 -0.291 -0.468
H -2.057 1.443 -0.327 -0.105 0.094 0.406
H -0.652 0.698 -0.622 0.294 0.178 0.051
H 0.179 1.768 1.607 0.294 -0.285 -0.227
H -1.520 1.843 1.958 0.094 -0.058 -0.111
H -1.934 -0.432 1.869 0.067 -0.283 -0.176
H -0.360 -0.399 2.661 -0.021 0.085 -0.035
H -0.579 -1.954 0.767 0.011 0.075 -0.340
H 1.698 -1.050 1.237 -0.087 -0.118 0.017
H 1.335 0.150 0.035 -0.159 0.211 0.025
H 1.231 -2.811 -0.342 0.303 -0.343 -0.434
H 0.715 -1.686 -1.583 -0.008 0.031 -0.403
H 2.444 -1.773 -1.140 0.273 0.031 0.004
H 0.130 1.435 -3.200 -0.088 -0.464 0.202
H 1.374 0.912 -2.541 -0.122 -0.301 0.101
O 0.413 0.784 -2.532 0.172 0.832 -0.289
```
Forces are in eV/Å.

Calculated values
Charge: +1
2S+1: 1
HOMO energy in eV: -13.322
Total energy in Eh: -345.91291